{
  "formula": "C5H14N4",
  "method": "the ωB97M-V functional and the def2-TZVPD basis",
  "species": ["C", "C", "C", "C", "N", "H", "H", "H", "H", "H", "H", "H", "H", "H", "C", "N", "N", "N", "H", "H", "H", "H", "H"],
  "positions_angstrom": [[1.26024, -1.87057, -0.89669], [-1.06429, -1.15412, 0.73765], [-1.52783, 0.30796, -1.25646], [-0.48023, -0.17065, -0.26505], [0.77575, -0.51584, -0.89641], [2.24570, -1.87861, -1.36284], [1.32874, -2.32849, 0.10157], [0.58080, -2.46702, -1.50742], [-1.36633, -2.08481, 0.25282], [-0.34841, -1.38543, 1.52663], [-1.05417, 0.79984, -2.10312], [-2.21380, 1.00624, -0.77461], [-2.11489, -0.52831, -1.64152], [-1.95052, -0.72169, 1.20086], [0.44885, 1.07901, 0.48497], [0.24816, 1.13444, 1.87911], [0.24868, 2.32056, -0.15912], [1.65883, 0.40342, 0.03575], [1.06249, 1.18444, 2.47713], [-0.60860, 1.59868, 2.15010], [0.42999, 2.26094, -1.15184], [0.39565, 3.16932, 0.37216], [2.04517, -0.15931, 0.79635]],
  "forces_ev_per_angstrom": [[-0.087, -0.029, -0.118], [0.350, 0.117, -0.071], [0.121, -0.162, 0.108], [0.333, 2.006, 1.243], [2.460, 0.792, 0.864], [-0.013, -0.091, 0.015], [-0.003, 0.021, -0.002], [0.061, -0.098, -0.013], [0.000, -0.005, -0.073], [-0.075, -0.021, 0.026], [-0.029, 0.074, -0.006], [0.006, 0.022, -0.002], [-0.019, -0.065, -0.033], [-0.010, 0.031, 0.054], [-2.361, -1.215, -0.873], [0.144, -0.255, 0.315], [-0.740, -0.054, 0.002], [-0.600, -1.572, -1.388], [-0.373, 0.346, -0.075], [0.522, 0.099, 0.251], [0.185, 0.676, 0.286], [0.347, -0.294, -0.475], [-0.221, -0.324, -0.035]],
  "e_tot_ha": -417.853442,
  "charge": 0,
  "homo_lumo_gap_ha": 0.3408,
  "smiles": "CN1NC(N)(N)C1(C)C",
  "fmax_ev_per_a": 2.8,
  "homo_energy_ev": -8.3,
  "de_lowest_kcal_mol": 47.1,
  "multiplicity": 1
}

---

{
  "formula": "C5H14N4S",
  "method": "the ωB97M-V functional and the def2-TZVPD basis",
  "species": ["C", "C", "C", "C", "C", "N", "N", "N", "N", "S", "H", "H", "H", "H", "H", "H", "H", "H", "H", "H", "H", "H", "H", "H"],
  "positions_angstrom": [[-0.04487, 0.27091, -0.33891], [-2.28770, 0.62665, 0.57911], [-0.62260, -1.08269, -0.51857], [2.03086, 1.55633, -0.55042], [1.27164, -2.71690, 0.13275], [1.13355, 0.52445, -0.67141], [-1.00573, 1.12361, 0.16071], [-0.68525, 2.45351, 0.17840], [-0.13156, -2.24553, 0.35961], [-2.45822, -0.89545, -0.41843], [-2.35961, 0.42855, 1.65197], [-3.00440, 1.46556, 0.14727], [-0.45950, -1.41111, -1.50282], [1.80101, 2.17206, 0.22099], [2.28282, 2.02581, -1.50924], [3.00905, 0.92824, -0.34696], [1.06923, -3.33928, -0.79740], [1.96159, -1.74962, 0.20463], [1.61971, -3.36947, 0.84672], [-1.64570, 3.04145, 0.16478], [-0.16929, 2.59297, -0.72897], [-0.16768, 2.74001, 1.00744], [-0.46261, -1.95501, 1.38405], [-0.67478, -3.18506, 0.34466]],
  "forces_ev_per_angstrom": [[1.799, 0.238, 0.195], [-1.293, 1.864, -1.377], [-2.288, -1.815, -0.121], [4.225, -2.345, -1.544], [0.260, 2.999, -2.191], [-2.351, -2.898, -1.074], [-0.066, -1.238, 0.990], [-2.653, 2.213, -1.201], [-2.294, -0.491, 4.174], [0.592, -0.026, 0.387], [-0.278, 0.327, -0.167], [0.565, -2.065, 1.362], [0.550, -0.347, -1.359], [-0.020, 2.473, 2.252], [-0.387, 0.175, 0.209], [-1.333, 1.993, 0.058], [1.519, 1.313, 0.562], [-1.320, -2.394, -1.117], [0.252, -1.490, 2.042], [2.532, -1.186, -0.137], [-0.177, 0.748, 1.002], [0.390, 0.344, 0.099], [1.646, -0.600, -2.132], [0.130, 2.207, -0.914]],
  "e_tot_ha": -815.352115,
  "charge": 2,
  "homo_lumo_gap_ha": 0.3670,
  "smiles": "C/N=C1/[C@@H]([NH2+]C)SCN1[NH3+]",
  "fmax_ev_per_a": 5.1,
  "homo_energy_ev": -17.1,
  "de_lowest_kcal_mol": 2.6,
  "multiplicity": 1
}